Record 1
C32H34N2O6S2 | wB97M-V/def2-TZVPD

Each line ends with the Löwdin charge.
CARTESIAN COORDINATES (ANGSTROEM)
C (-6.40, 0.00, 0.32)  -0.0583
O (-6.19, -0.28, 1.72)  -0.1018
C (-4.93, -0.46, 2.18)  -0.2725
C (-4.70, -0.20, 3.55)  -0.0005
C (-3.41, -0.10, 4.03)  -0.0443
C (-2.28, -0.40, 3.22)  -0.2126
C (-0.91, -0.42, 3.70)  -0.1031
C (0.10, 0.22, 3.04)  -0.3109
S (1.77, -0.37, 3.26)  0.7257
C (1.92, -1.95, 2.42)  -0.2482
C (1.87, -3.14, 3.16)  -0.0645
C (2.00, -4.37, 2.51)  -0.0738
C (2.21, -4.41, 1.13)  -0.0784
C (2.27, -3.22, 0.40)  -0.0677
C (2.12, -1.99, 1.04)  -0.0459
O (2.68, 0.53, 2.59)  -0.2879
O (1.90, -0.65, 4.68)  -0.2919
S (-0.16, 1.45, 1.74)  0.7081
C (1.14, 2.68, 1.86)  -0.3029
C (1.85, 3.03, 0.71)  -0.0571
C (2.86, 3.99, 0.79)  -0.0697
C (3.13, 4.62, 2.01)  -0.0775
C (2.39, 4.29, 3.15)  -0.0696
C (1.38, 3.33, 3.07)  -0.0653
O (0.08, 0.76, 0.49)  -0.3225
O (-1.41, 2.13, 2.00)  -0.2835
C (-2.55, -0.76, 1.87)  -0.0240
C (-3.83, -0.81, 1.36)  0.0004
H (-7.47, 0.17, 0.26)  0.0890
H (-5.85, 0.90, 0.00)  0.1023
H (-6.11, -0.86, -0.31)  0.0838
H (-5.56, -0.01, 4.19)  0.1180
H (-3.25, 0.25, 5.05)  0.1059
H (-0.50, -1.26, 4.46)  0.0409
H (1.73, -3.09, 4.24)  0.0934
H (1.93, -5.28, 3.10)  0.1073
H (2.31, -5.37, 0.62)  0.1042
H (2.44, -3.24, -0.68)  0.1080
H (2.15, -1.06, 0.48)  0.1117
H (1.63, 2.53, -0.23)  0.1136
H (3.43, 4.24, -0.11)  0.1055
H (3.92, 5.37, 2.07)  0.1034
H (2.59, 4.77, 4.10)  0.1052
H (0.77, 3.06, 3.94)  0.1211
H (-1.72, -1.03, 1.22)  0.1182
H (-3.99, -1.08, 0.31)  0.1116
C (2.85, -0.95, 8.04)  -0.0803
C (1.81, 0.05, 7.61)  -0.2106
N (0.43, -0.48, 7.48)  -0.0905
C (-0.37, -0.47, 8.73)  -0.2120
C (-0.99, 0.90, 9.00)  -0.0863
C (0.18, -1.48, 6.54)  -0.4349
C (-0.98, -1.22, 5.61)  -0.1278
N (-1.85, -2.39, 5.64)  -0.0060
C (-1.45, -3.43, 4.86)  0.0012
C (-2.30, -4.48, 4.58)  -0.0172
C (-3.57, -4.50, 5.16)  -0.0477
C (-3.93, -3.47, 6.03)  -0.0386
C (-3.05, -2.42, 6.27)  -0.0267
O (0.83, -2.51, 6.41)  0.0410
H (3.84, -0.52, 7.86)  0.0773
H (2.76, -1.16, 9.11)  0.0683
H (2.75, -1.87, 7.47)  0.0658
H (1.73, 0.87, 8.34)  0.1083
H (2.08, 0.47, 6.63)  0.0986
H (-1.15, -1.24, 8.67)  0.1148
H (0.32, -0.73, 9.55)  0.1172
H (-1.29, 0.96, 10.05)  0.0728
H (-0.28, 1.70, 8.78)  0.0704
H (-1.88, 1.04, 8.38)  0.0646
H (-1.48, -0.29, 5.91)  0.1349
H (-0.42, -3.36, 4.49)  0.1149
H (-1.94, -5.25, 3.91)  0.1194
H (-4.27, -5.31, 4.93)  0.1126
H (-4.89, -3.46, 6.53)  0.1151
H (-3.27, -1.60, 6.95)  0.1384

Computed properties:
2S+1: 1
Molar mass, g mol⁻¹: 606.77
Calculated total energy, eV: -70663.9368
Relative energy (zero: lowest compared OMol25 entry of this formula, charge and spin), eV: 2.761
LUMO level, eV: -0.7
Orbital gap, eV: 5.4
HOMO level, hartree: -0.22652

Record 2
C9H8O2 | wB97M-V/def2-TZVPD

Each line ends with the Löwdin charge.
CARTESIAN COORDINATES (ANGSTROEM)
C (0.07, -1.59, -2.23)  -0.0847
C (-0.77, -1.94, -1.11)  -0.0736
C (0.64, -0.36, -2.25)  -0.0778
C (-0.80, -1.23, 0.03)  -0.0007
C (0.53, 0.47, -1.09)  -0.0131
C (-0.09, 0.01, 0.03)  -0.1805
C (-1.42, 1.47, 1.65)  -0.4441
C (-0.17, 0.93, 1.18)  -0.2809
C (1.15, 0.90, 1.97)  0.0148
O (-2.40, 1.39, 2.28)  0.1849
O (-0.74, 2.33, 0.86)  0.1363
H (0.06, -2.25, -3.18)  0.1343
H (-1.25, -2.90, -1.21)  0.1036
H (1.11, -0.16, -3.16)  0.0798
H (-1.32, -1.47, 0.82)  0.0723
H (1.02, 1.43, -1.28)  0.1321
H (1.19, 1.87, 2.60)  0.1135
H (2.03, 0.86, 1.28)  0.1017
H (1.15, 0.23, 2.82)  0.0820

Computed properties:
2S+1: 1
Molar mass, g mol⁻¹: 148.16
SMILES: C[C@]1(c2ccccc2)OC1=O
Calculated total energy, eV: -13555.5526
Relative energy (zero: lowest compared OMol25 entry of this formula, charge and spin), eV: 2.135
LUMO level, eV: 0.8
Orbital gap, eV: 10.4
HOMO level, hartree: -0.35232

Record 3
C11H26BN2O2 | wB97M-V/def2-TZVPD

Each line ends with the Löwdin charge.
CARTESIAN COORDINATES (ANGSTROEM)
C (1.59, -0.25, -0.30)  -0.1799
C (1.04, 1.20, -0.72)  -0.2978
B (-0.30, 1.55, 0.18)  -0.5960
C (-1.28, 2.56, -0.68)  -0.2336
C (-2.32, 1.82, -1.65)  -0.2316
N (-3.38, 1.05, -0.95)  -0.0943
C (-4.32, 1.92, -0.18)  -0.2281
C (-5.01, 1.14, 1.06)  -0.1002
C (-4.22, 0.35, -1.96)  -0.3877
C (-4.88, -1.08, -1.71)  -0.0190
O (-4.42, 0.85, -3.10)  0.0025
H (1.20, -1.01, -1.05)  0.0612
H (2.73, -0.21, -0.25)  0.0275
H (1.22, -0.47, 0.76)  0.0502
H (1.84, 2.02, -0.58)  0.0761
H (0.72, 1.27, -1.82)  0.0620
H (0.09, 2.21, 1.12)  0.0252
H (-0.86, 0.59, 0.62)  0.0257
H (-0.59, 3.18, -1.37)  0.0903
H (-1.75, 3.30, 0.04)  0.0589
H (-2.71, 2.60, -2.39)  0.1070
H (-1.70, 1.08, -2.28)  0.1278
H (-5.12, 2.36, -0.88)  0.1222
H (-3.81, 2.82, 0.30)  0.1147
H (-5.73, 0.33, 0.73)  0.0412
H (-5.65, 1.92, 1.61)  0.0668
H (-4.22, 0.75, 1.79)  0.0854
H (-4.12, -1.90, -1.85)  0.0854
H (-5.71, -1.19, -2.50)  0.0828
H (-5.38, -1.19, -0.70)  0.0548
C (5.75, -1.64, 0.30)  -0.3451
O (5.03, -0.71, 0.00)  0.0236
N (5.62, -2.39, 1.43)  -0.2086
C (6.51, -3.49, 1.73)  -0.0755
C (4.55, -2.08, 2.36)  -0.0399
H (6.59, -1.96, -0.33)  0.1259
H (5.92, -4.42, 1.81)  0.0853
H (7.01, -3.30, 2.68)  0.0840
H (7.26, -3.61, 0.95)  0.0785
H (3.59, -2.16, 1.85)  0.0946
H (4.67, -1.05, 2.72)  0.0959
H (4.57, -2.76, 3.21)  0.0819

Computed properties:
Charge: -1
2S+1: 1
Molar mass, g mol⁻¹: 229.15
Calculated total energy, eV: -19578.5906
LUMO level, eV: 2.5
Orbital gap, eV: 6.5
HOMO level, hartree: -0.14719

Record 4
C5H11NO2 | wB97M-V/def2-TZVPD

Each line ends with the Löwdin charge.
CARTESIAN COORDINATES (ANGSTROEM)
C (-1.09, -0.32, 1.09)  -0.1183
C (-0.06, 0.75, 0.70)  -0.1990
C (1.34, 0.35, 1.09)  -0.1843
C (2.21, -0.16, 0.25)  -0.0163
C (-1.54, -1.24, -0.01)  -0.5521
N (-0.51, -1.84, -0.70)  0.1580
O (-2.70, -1.42, -0.31)  0.0604
H (-0.81, -0.90, 1.97)  0.1215
H (-1.99, 0.20, 1.44)  0.1144
H (-0.32, 1.68, 1.18)  0.1085
H (-0.10, 0.90, -0.37)  0.0793
H (1.54, 0.46, 2.15)  0.1040
H (3.22, -0.44, 0.54)  0.0560
H (2.02, -0.30, -0.80)  0.0613
H (0.37, -1.92, -0.22)  0.0795
H (-0.72, -2.69, -1.20)  0.1077
H (-0.05, 1.87, -2.88)  0.0430
H (-0.86, 2.52, -1.78)  0.0431
O (0.04, 2.49, -2.14)  -0.0666

Computed properties:
2S+1: 1
Molar mass, g mol⁻¹: 117.15
SMILES: C=CCCC(N)=O.O
Calculated total energy, eV: -10948.2348
Relative energy (zero: lowest compared OMol25 entry of this formula, charge and spin), eV: 1.032
LUMO level, eV: 0.8
Orbital gap, eV: 10.5
HOMO level, hartree: -0.35828

Record 5
C4H11NOS | wB97M-V/def2-TZVPD

Each line ends with the Löwdin charge.
CARTESIAN COORDINATES (ANGSTROEM)
C (1.08, 1.91, 0.44)  -0.1255
C (1.39, -0.27, -0.68)  -0.1211
C (-1.60, -2.41, 0.21)  0.0413
C (0.74, 0.47, 0.53)  -0.4527
N (-1.72, 0.85, -1.00)  -0.2419
O (-1.58, 0.77, 1.51)  -0.4119
S (-1.14, 0.19, 0.25)  0.7357
H (0.18, 2.46, 0.22)  0.0581
H (1.39, 2.44, 1.40)  0.1035
H (1.88, 2.17, -0.35)  0.1066
H (1.37, 0.42, -1.47)  0.0397
H (0.87, -1.21, -0.90)  0.0531
H (2.49, -0.44, -0.58)  0.0948
H (-1.28, -2.40, 1.28)  0.0179
H (-2.63, -2.35, 0.06)  -0.0204
H (-0.83, -2.80, -0.51)  0.0178
H (1.03, -0.06, 1.40)  0.0949
H (-1.65, 0.24, -1.81)  0.0100

Computed properties:
2S+1: 1
Molar mass, g mol⁻¹: 121.20
Calculated total energy, eV: -18694.6052
Relative energy (zero: lowest compared OMol25 entry of this formula, charge and spin), eV: 5.313
LUMO level (alpha / beta), eV: -1.1 / -0.5
Orbital gap (alpha / beta), eV: 7.7 / 8.1
HOMO level (alpha / beta), hartree: -0.32415 / -0.31520

Record 6
CH4ClOP | wB97M-V/def2-TZVPD

Each line ends with the Löwdin charge.
CARTESIAN COORDINATES (ANGSTROEM)
C (-0.40, -1.01, -0.03)  -0.4409
O (-0.43, 2.24, -0.29)  -0.3058
P (0.82, -0.01, 0.83)  0.5958
Cl (2.34, -0.14, -0.45)  0.2132
H (-0.19, -2.17, 0.10)  0.1045
H (-0.40, -0.60, -1.01)  0.0126
H (-1.31, -1.11, 0.43)  -0.0082
H (-0.43, 2.79, 0.41)  -0.1712

Computed properties:
2S+1: 1
Molar mass, g mol⁻¹: 98.47
Calculated total energy, eV: -24957.3202
Relative energy (zero: lowest compared OMol25 entry of this formula, charge and spin), eV: 4.571
LUMO level (alpha / beta), eV: -2.0 / -2.0
Orbital gap (alpha / beta), eV: 7.2 / 7.2
HOMO level (alpha / beta), hartree: -0.33594 / -0.33564

Which of these has the lowest molar mass?
CH4ClOP